# 1
# ClH10O6V

ClH10O6V as an isolated structure in a non-equilibrium geometry (the ωB97M-V functional and the def2-TZVPD basis, the Open Molecules 2025 dataset).

The geometry in XYZ format:
```
18
ClH10O6V (the ωB97M-V functional and the def2-TZVPD basis)
H 1.2323 2.4060 1.1771
H 3.1716 -0.9969 0.0176
O 2.6288 -0.2581 -0.2578
V 0.4104 -0.2387 -0.2395
H 0.2443 -1.5131 2.4844
Cl 0.5563 -2.5436 -1.5348
H -2.2684 0.3045 0.0342
O 0.7098 -1.4974 1.6481
O -2.5284 1.3991 -1.7134
H 3.2540 0.4411 -0.4486
O 0.3188 0.6503 -1.5037
H -2.3124 1.4484 -2.6446
H -2.2998 -1.2089 0.0569
H -3.4839 1.4484 -1.6857
O -1.7016 -0.4633 0.1075
O 0.7283 1.6001 1.0644
H 0.9828 -2.4042 1.5084
H 0.3574 1.4261 1.9295
```

Values from the calculation:
- ⟨S²⟩: 0.781
- E_tot: -1861.4751 Ha
- Net charge: +1
- HOMO-LUMO gap (spin up / spin down): 0.3140 / 0.3271 Eh
- Largest force on an atom: 3.09 eV/A
- LUMO (spin up / spin down): -4.22 / -3.91 eV
- ΔE to the lowest compared entry with this formula, charge and spin: 0.0000 eV
- Multiplicity: 2

# 2
# C11H13IrNO3S

C11H13IrNO3S as an isolated structure (the ωB97M-V functional and the def2-TZVPD basis, the Open Molecules 2025 dataset).

The geometry in XYZ format:
```
30
C11H13IrNO3S (the ωB97M-V functional and the def2-TZVPD basis)
H 3.1294 1.1744 0.3377
H -3.4498 0.7501 1.7622
H -1.9096 -2.7167 -3.6084
H 2.6290 2.0581 1.7900
C -0.8476 -2.5816 -3.8010
C 1.5505 -1.7641 -2.7856
H -1.3071 4.3146 2.8492
H 1.8038 -1.1111 -3.6206
H -0.7041 -2.0197 -4.7238
Ir -0.2066 -1.9265 0.7996
O -0.4596 -2.5286 -1.2478
O 1.1941 -0.2609 0.4577
H 2.0647 -1.4276 -1.8866
C -2.5091 2.5938 2.3662
H 2.1523 2.6587 0.2021
C -0.1615 2.7683 1.9293
C 0.6769 -3.3274 1.8951
C 1.0901 0.9178 0.8617
H -3.4217 3.0231 2.7577
O -1.4428 -0.4465 0.7445
C 2.3287 1.7551 0.7856
H 0.7566 3.3359 1.9783
N 1.1536 -4.1784 2.5208
C -2.5376 1.3280 1.8182
C -0.1502 1.4748 1.3784
H 1.7956 -2.8016 -3.0050
C -1.3681 0.7644 1.3208
S -0.1965 -1.6087 -2.4653
H -0.3342 -3.5405 -3.8317
C -1.3193 3.3229 2.4208
```

Values from the calculation:
- ⟨S²⟩: 6.026
- E_tot: -1209.5699 Ha
- Net charge: +1
- HOMO-LUMO gap (spin up / spin down): 0.3132 / 0.2385 Eh
- Largest force on an atom: 0.19 eV/A
- LUMO (spin up / spin down): -3.92 / -6.13 eV
- ΔE to the lowest compared entry with this formula, charge and spin: 0.0992 eV
- Multiplicity: 5

# 3
# C41H42FN6O5Rb

C41H42FN6O5Rb as an isolated structure in a non-equilibrium geometry (the ωB97M-V functional and the def2-TZVPD basis, the Open Molecules 2025 dataset).

The geometry in XYZ format:
```
96
C41H42FN6O5Rb (the ωB97M-V functional and the def2-TZVPD basis)
H 5.2408 17.0422 15.2942
H 14.9079 12.7493 7.6291
C 7.6398 18.6000 11.3356
C 13.4223 7.7833 10.5736
O 11.8673 11.7163 13.0057
C 10.5769 11.4988 17.3789
H 15.1970 10.0334 14.1590
H 11.4102 17.9357 17.8509
H 14.9348 9.6160 6.7283
H 12.6620 13.2069 8.6940
C 12.1352 11.6644 11.7921
C 7.8527 17.0785 13.1650
N 13.1828 11.2215 9.1052
O 10.7235 10.4840 18.2704
C 12.4944 9.3100 12.1797
C 8.7785 16.2789 12.4563
C 14.0337 11.4141 17.0972
N 8.9855 13.1005 16.5665
H 12.9085 12.4156 18.5576
H 12.0329 17.6600 15.7603
C 11.8124 14.1562 11.1905
H 13.7987 17.4414 22.1110
C 12.1472 10.3562 18.5329
H 12.2099 10.2760 19.5598
H 15.2354 12.5681 18.5254
C 15.2222 12.0575 17.5270
H 17.2769 11.1259 14.9783
H 12.1448 9.4599 13.2281
H 12.6516 18.4934 20.1078
C 13.6684 10.9911 7.7293
H 14.6886 11.8773 6.1072
C 14.1651 12.2416 6.9904
C 14.0863 17.1105 21.0658
C 12.8875 17.4249 20.0637
C 6.9052 11.2949 16.9421
H 15.2653 15.6099 21.9047
C 6.6031 12.6063 16.5373
C 13.1201 10.1502 10.0182
C 16.3246 11.2608 15.5513
Rb 11.1905 14.3336 15.0233
H 17.3068 12.4258 17.1012
C 7.6768 13.4128 16.2888
H 13.8722 15.1313 21.0856
C 5.9511 16.3130 14.9005
H 8.8905 18.1478 9.5793
H 15.1720 7.9604 8.6267
C 12.9101 8.0613 11.8396
H 11.3264 16.1396 17.9392
O 6.0791 15.1294 15.8176
C 12.1772 12.7226 10.7803
O 11.6851 14.9930 10.2702
C 9.0846 16.6637 11.1324
C 12.7794 11.6230 17.8571
C 7.3799 14.8053 15.7889
H 14.9400 17.7601 20.8029
C 13.5619 8.8640 9.6810
C 13.2209 16.9841 18.6208
H 13.5370 15.9285 18.6889
N 14.6441 15.7622 21.0580
N 12.2854 16.7922 16.2422
C 8.5720 17.8374 10.6121
O 11.7115 14.3162 12.4099
H 12.0311 16.8409 20.3966
H 13.8671 6.8111 10.3578
H 14.0519 17.5963 18.2095
C 12.5503 10.3523 11.3292
H 13.3099 16.7039 16.1248
C 12.6092 12.4390 9.5282
C 9.2250 11.8486 16.9707
H 13.3637 12.9127 6.6689
H 15.6941 10.2377 8.2939
H 5.5569 15.8683 13.9965
H 9.7458 16.0272 10.5816
C 7.4343 16.7114 14.5689
C 15.1764 10.6438 15.1059
C 14.2828 8.5900 8.4043
C 11.9475 16.9764 17.6918
H 6.0820 10.5776 17.0153
H 8.5060 9.8297 17.2101
H 13.6212 8.0499 7.7071
C 8.2206 10.8685 17.0746
H 6.4286 18.6952 13.1128
H 12.6429 9.4596 18.1171
C 7.2360 18.1932 12.5981
C 16.3420 12.0172 16.7316
H 7.6359 17.5984 15.2213
N 8.1878 15.4923 15.0864
H 9.0773 15.3345 12.8005
H 7.0652 19.4095 10.8558
H 13.0076 10.3148 15.6074
N 11.6462 12.1292 17.0012
H 12.7704 10.5430 7.2582
C 14.7598 9.8862 7.7724
H 5.6341 13.0459 16.4985
C 13.9671 10.7296 15.8573
F 12.9945 7.1184 12.8118
```

Values from the calculation:
- E_tot: -2416.2530 Ha
- Net charge: 0
- HOMO-LUMO gap: 0.2587 Eh
- Largest force on an atom: 3.47 eV/A
- LUMO: -0.21 eV
- ΔE to the lowest compared entry with this formula, charge and spin: 1.2777 eV

# 4
# C22H27Cl2NO2Os

C22H27Cl2NO2Os as an isolated structure in a non-equilibrium geometry (the ωB97M-V functional and the def2-TZVPD basis, the Open Molecules 2025 dataset).

The geometry in XYZ format:
```
55
C22H27Cl2NO2Os (the ωB97M-V functional and the def2-TZVPD basis)
H 5.2132 -1.0911 4.0180
C -1.0928 3.3328 3.8530
C -1.8360 -1.1068 -1.8939
C -0.0896 2.4754 3.4148
C -2.6394 2.3757 2.2563
C -1.7369 0.2782 -2.2614
H -2.5827 -2.6144 -0.5678
C 3.0927 -0.8578 4.4367
H 0.9439 -0.5444 4.5494
C 1.1417 -1.1565 -4.2377
H 3.1615 -1.3693 5.4028
C 4.2505 -0.7041 3.6662
C -0.7857 -1.8277 -2.5601
H 0.7894 1.6959 -4.0876
H 2.8476 0.9273 1.0107
H -1.0963 -3.7123 -1.6342
H -0.8640 4.0447 4.6520
H 0.8486 -1.1164 -5.2928
H 0.9279 2.5267 3.8140
H -0.9486 -3.7963 -3.4033
Cl 0.9079 1.8781 -0.8358
H -3.2195 -0.9755 -0.2740
H -3.2324 1.7777 -2.5092
H 0.4922 -3.5265 -2.3911
H -1.9128 2.2179 -1.4017
H -1.8688 0.7197 1.1031
H 5.0552 0.0915 1.8250
C 1.8633 -0.3848 3.9816
N 0.5273 0.5008 2.1111
H -3.7993 -1.9215 -1.6584
C -0.3659 1.4564 2.4649
H 1.5580 -2.1403 -4.0113
C -0.2921 1.6627 -3.9365
H -0.6032 2.5271 -3.3469
H 2.3388 -4.5263 -0.1738
H 1.9066 -0.3938 -4.0625
C -0.0420 -0.8795 -3.3684
Os 0.1627 -0.2803 -1.2993
H 0.0392 -0.4709 1.0170
H -3.1594 3.9457 3.6745
C -0.6697 0.4066 -3.2227
C -0.5737 -3.2995 -2.4991
O 1.8323 -4.2908 -0.9816
C 1.7397 0.2526 2.7163
H -3.1622 1.0623 -0.8878
Cl 2.2735 -1.1209 -1.1576
H -0.7748 1.7337 -4.9200
O -0.5271 -1.0123 0.3355
C -2.3775 3.2821 3.2949
H -3.6191 2.3728 1.7794
C 2.9387 0.4359 1.9764
C 4.1630 -0.0411 2.4340
C -1.6648 1.4703 1.8640
C -2.9181 -1.6905 -1.0436
C -2.5610 1.4009 -1.7316
```

Values from the calculation:
- ⟨S²⟩: 6.019
- E_tot: -2070.6983 Ha
- Net charge: -2
- HOMO-LUMO gap (spin up / spin down): 0.1435 / 0.1666 Eh
- Largest force on an atom: 5.52 eV/A
- LUMO (spin up / spin down): 4.29 / 4.26 eV
- Multiplicity: 5

# 5
# C16H9F4N3O2

A 2-piece molecular cluster, C16H9F4N3O2 overall in a non-equilibrium geometry (the ωB97M-V functional and the def2-TZVPD basis, the Open Molecules 2025 dataset).

The geometry in XYZ format:
```
34
C16H9F4N3O2 (the ωB97M-V functional and the def2-TZVPD basis)
H -2.3609 -2.4105 -1.3677
C -4.1714 0.4887 -1.4034
O 0.6448 0.7784 5.7159
H -5.1962 0.8403 -1.4672
N 1.1930 0.8177 4.6104
F 3.0388 2.7262 -1.4684
H 0.6604 1.7031 -1.5529
C 0.9250 0.1075 2.1740
C -0.9945 -0.8793 2.4955
C 1.4443 0.9631 -1.4493
F -3.3633 2.7210 -1.3976
C -1.4540 -0.4230 -1.2383
F 4.5852 -1.7621 -1.3642
H 2.0549 -2.4087 -1.2818
C 1.1348 -0.4238 -1.2972
C -1.7685 0.9687 -1.2555
C 2.7709 1.3737 -1.4376
F -4.8916 -1.7708 -1.4696
N -0.6656 -0.4389 3.7268
N -0.0615 -0.5810 1.5273
C 0.5342 0.1861 3.5272
H -1.9146 -1.4352 2.3024
C -0.1558 -0.9887 -1.1192
C -2.5561 -1.3394 -1.3393
H 1.8523 0.5114 1.7928
C -3.8526 -0.8702 -1.3881
H 4.8789 0.8514 -1.4324
C 3.8533 0.4963 -1.4101
C -3.0946 1.3701 -1.3385
O 2.2840 1.3809 4.3944
H -0.1507 -2.0697 -0.9391
C 3.5410 -0.8639 -1.3531
H -0.9899 1.7174 -1.1821
C 2.2458 -1.3367 -1.3144
```

Values from the calculation:
- E_tot: -1329.1083 Ha
- Net charge: 0
- HOMO-LUMO gap: 0.1594 Eh
- Largest force on an atom: 2.25 eV/A
- LUMO: -3.67 eV
- ΔE to the lowest compared entry with this formula, charge and spin: 1.8178 eV